# 1
C5H12OP | wB97M-V/def2-TZVPD

Atoms and positions in Å:
1 C -1.198 0.551 2.721
2 C -0.199 1.809 -0.805
3 C 1.406 -0.599 -1.163
4 C -1.218 -1.281 -0.259
5 C 0.673 0.313 1.496
6 O -2.018 -0.243 2.670
7 P -0.022 0.083 -0.127
8 H -1.047 1.407 3.376
9 H -0.564 1.945 -1.845
10 H 0.825 2.102 -0.874
11 H -0.986 2.395 -0.171
12 H 2.126 -0.970 -0.477
13 H 1.745 0.301 -1.681
14 H 1.140 -1.280 -1.925
15 H -1.356 -1.598 -1.324
16 H -2.115 -0.911 0.146
17 H -0.893 -1.983 0.496
18 H 0.818 -0.533 2.241
19 H 1.265 1.128 1.694

Its frontier orbital gap is 9.507 eV. The total charge is +1. The total energy comes out at -613.954420 a.u. The relative energy (zero: lowest compared OMol25 entry of this formula, charge and spin) comes out at 51.3 kcal per mole.

# 2
C2H12O3S2 | wB97M-V/def2-TZVPD

Atoms and positions in Å:
1 C -1.692 1.037 -0.928
2 C -2.388 0.376 0.316
3 S -1.479 0.596 1.893
4 S 0.340 -0.503 1.375
5 H -0.647 1.186 -0.671
6 H -2.319 1.900 -1.352
7 H -1.820 0.311 -1.764
8 H -2.355 -0.724 0.159
9 H -3.374 0.720 0.499
10 H 0.442 -0.137 0.044
11 O 2.996 -1.461 -0.954
12 H 2.838 -2.312 -0.436
13 H 2.146 -1.386 -1.521
14 O 2.036 1.526 -1.237
15 H 2.887 1.043 -1.162
16 H 2.278 2.477 -1.498
17 O 0.298 -1.435 -2.327
18 H 0.462 -0.728 -2.972
19 H -0.486 -1.360 -1.798

Its frontier orbital gap is 8.731 eV. The total energy comes out at -1105.455240 a.u. The relative energy (zero: lowest compared OMol25 entry of this formula, charge and spin) comes out at 29.1 kcal per mole. As for the SMILES: CCSS.O.O.O.

# 3
C6H42N2O13 | wB97M-V/def2-TZVPD

Atoms and positions in Å:
1 C 0.178 -1.036 -1.389
2 N 0.933 -0.991 -0.235
3 C 2.345 -1.499 -0.422
4 C 3.015 -1.522 0.952
5 C 3.105 -0.190 1.789
6 N 2.186 -0.037 2.956
7 C 3.173 -0.982 -1.619
8 C -1.083 -0.264 -1.372
9 H 0.831 -0.738 -2.303
10 H -0.193 -2.088 -1.504
11 H 0.848 -0.090 0.219
12 H 2.323 -2.602 -0.762
13 H 2.624 -2.268 1.584
14 H 4.011 -1.975 0.589
15 H 4.222 -0.067 2.239
16 H 3.014 0.698 0.890
17 H 1.240 -0.091 2.798
18 H 2.466 -0.754 3.647
19 H 3.332 0.115 -1.685
20 H 4.243 -1.286 -1.466
21 H 2.527 -1.373 -2.546
22 H -1.767 -0.522 -0.552
23 H -1.085 0.761 -1.249
24 H -1.794 -0.525 -2.021
25 H -0.235 -0.696 -4.589
26 H 0.607 0.264 -5.131
27 O 0.643 -0.634 -4.790
28 H -4.262 0.339 0.847
29 H -4.794 1.667 0.268
30 O -4.112 1.066 0.274
31 H -2.168 -3.487 -0.494
32 H -3.713 -2.986 -0.295
33 O -2.853 -2.847 -0.788
34 H -3.346 -0.832 -3.848
35 H -2.525 -1.618 -2.813
36 O -2.562 -1.429 -3.772
37 H -0.930 -0.036 3.122
38 H -1.251 0.323 1.607
39 O -1.257 -0.408 2.249
40 H 0.010 2.691 -1.894
41 H -0.162 4.069 -1.971
42 O -0.699 3.337 -1.608
43 H -0.273 -3.827 2.623
44 H -1.203 -2.453 2.387
45 O -1.245 -3.420 2.294
46 H -2.419 1.613 0.606
47 H -1.284 1.898 -0.334
48 O -1.516 1.690 0.548
49 H 1.605 3.057 1.052
50 H 0.300 3.506 0.534
51 O 1.174 3.469 0.249
52 H 1.508 0.516 -3.906
53 H 1.485 0.795 -2.445
54 O 1.671 1.240 -3.284
55 H -3.865 -1.268 2.164
56 H -4.029 -0.126 2.919
57 O -4.545 -0.615 2.298
58 H 0.521 1.840 3.244
59 H -0.981 2.025 2.639
60 O -0.353 1.600 3.230
61 H 2.289 2.252 2.918
62 H 2.360 3.756 2.576
63 O 1.712 2.996 2.777

Its frontier orbital gap is 8.739 eV. The total energy comes out at -1341.237382 a.u. The relative energy (zero: lowest compared OMol25 entry of this formula, charge and spin) comes out at 158.3 kcal per mole.

# 4
C50H59MoN9SSe4 | wB97M-V/def2-TZVPD

Atoms and positions in Å:
1 Mo -0.139 -0.026 0.258
2 C 3.525 -2.843 4.869
3 C 2.850 -1.469 4.930
4 C 1.648 -1.380 4.045
5 C 0.344 -1.572 4.370
6 C -0.245 -1.916 5.700
7 C -0.556 -3.410 5.838
8 C -0.405 -1.411 3.149
9 N 0.414 -1.136 2.087
10 C 1.679 -1.124 2.628
11 C 2.841 -0.925 1.927
12 C 2.916 -0.815 0.557
13 C 4.147 -0.829 -0.188
14 C 5.518 -0.777 0.408
15 C 5.909 0.651 0.802
16 C 3.796 -0.850 -1.499
17 C 2.356 -0.832 -1.534
18 C 1.625 -0.877 -2.699
19 C 0.254 -0.841 -2.781
20 N -0.589 -0.723 -1.701
21 C -1.848 -0.821 -2.229
22 C -3.009 -0.864 -1.488
23 C -3.070 -0.994 -0.123
24 N -1.990 -0.985 0.731
25 C -2.521 -1.297 1.961
26 C -1.780 -1.480 3.098
27 C -3.953 -1.436 1.892
28 C -4.296 -1.237 0.593
29 C -5.650 -1.310 -0.036
30 C -5.933 -2.674 -0.673
31 C -4.833 -1.799 3.045
32 C -4.833 -3.304 3.333
33 C -1.807 -0.931 -3.661
34 C -0.492 -0.959 -4.007
35 C 0.114 -1.111 -5.367
36 C 0.505 -2.559 -5.676
37 C -3.009 -1.010 -4.545
38 C -3.612 -2.417 -4.607
39 N 1.830 -0.776 -0.271
40 C 4.688 -0.902 -2.699
41 C 4.860 -2.323 -3.242
42 H 4.407 -2.874 5.509
43 H 3.831 -3.084 3.850
44 H 2.837 -3.623 5.199
45 H 3.569 -0.693 4.657
46 H 2.551 -1.256 5.958
47 H -1.156 -1.334 5.863
48 H 0.449 -1.613 6.487
49 H -1.255 -3.736 5.066
50 H -0.994 -3.630 6.812
51 H 0.353 -4.003 5.729
52 H 3.769 -0.941 2.482
53 H 6.239 -1.171 -0.309
54 H 5.572 -1.429 1.284
55 H 5.871 1.311 -0.065
56 H 6.916 0.683 1.219
57 H 5.217 1.051 1.546
58 H 2.176 -0.944 -3.628
59 H -3.942 -0.886 -2.033
60 H -2.308 -1.698 4.017
61 H -5.747 -0.521 -0.785
62 H -6.406 -1.101 0.723
63 H -5.189 -2.914 -1.434
64 H -6.917 -2.688 -1.141
65 H -5.901 -3.465 0.078
66 H -5.852 -1.469 2.834
67 H -4.516 -1.254 3.937
68 H -5.190 -3.861 2.466
69 H -5.479 -3.539 4.180
70 H -3.827 -3.659 3.561
71 H 0.995 -0.468 -5.455
72 H -0.597 -0.758 -6.116
73 H 1.214 -2.939 -4.939
74 H 0.962 -2.638 -6.663
75 H -0.373 -3.205 -5.653
76 H -2.732 -0.692 -5.552
77 H -3.754 -0.293 -4.194
78 H -2.890 -3.131 -5.006
79 H -4.496 -2.433 -5.245
80 H -3.903 -2.765 -3.615
81 H 5.665 -0.492 -2.433
82 H 4.290 -0.249 -3.479
83 H 5.294 -2.974 -2.482
84 H 5.514 -2.333 -4.115
85 H 3.899 -2.752 -3.531
86 Se -1.951 1.967 -0.155
87 Se -2.240 2.610 -2.319
88 Se -0.826 5.744 -0.210
89 Se -1.614 4.047 1.084
90 N 1.530 4.772 5.599
91 C 1.361 5.329 6.850
92 C 1.978 6.395 7.496
93 C 1.547 6.673 8.778
94 C 0.536 5.916 9.395
95 C -0.074 4.865 8.744
96 C 0.345 4.571 7.446
97 N -0.100 3.594 6.570
98 C 0.620 3.753 5.496
99 C 0.496 2.939 4.283
100 C -0.692 2.278 4.013
101 C -0.806 1.569 2.839
102 N 0.198 1.410 1.959
103 C 1.351 2.019 2.247
104 C 1.530 2.807 3.367
105 H 2.088 5.140 4.848
106 H 2.755 6.980 7.022
107 H 1.997 7.494 9.321
108 H 0.231 6.172 10.401
109 H -0.856 4.283 9.212
110 H -1.531 2.365 4.689
111 H -1.746 1.104 2.578
112 H 2.174 1.865 1.565
113 H 2.494 3.274 3.521
114 C 0.723 4.924 -3.409
115 N 1.084 4.141 -2.246
116 C 1.060 2.825 -2.231
117 N 0.950 2.171 -3.407
118 S 1.340 2.070 -0.707
119 H 0.889 5.972 -3.173
120 H -0.339 4.784 -3.642
121 H 1.345 4.657 -4.265
122 H 0.871 4.582 -1.338
123 H 0.403 2.656 -4.105
124 H 0.665 1.210 -3.308

Its frontier orbital gap is 4.364 eV. The total energy comes out at -12505.785878 a.u. The relative energy (zero: lowest compared OMol25 entry of this formula, charge and spin) comes out at 2.1 kcal per mole.